Entry 1:
{
  "formula": "C2H6FNO",
  "method": "ωB97M-V with the def2-TZVPD basis set",
  "gap_ha": 0.3777,
  "multiplicity": 1,
  "total_energy_ha": -309.56621,
  "e_homo_ev": -9.459,
  "symbols": ["C", "C", "N", "O", "F", "H", "H", "H", "H", "H", "H"],
  "coordinates": [[-0.005799, -0.922023, 0.163503], [0.518530, 0.455132, -0.133656], [1.292554, 1.035217, 1.306323], [-0.393235, 1.389667, -0.531173], [2.663837, 0.903683, 1.087255], [-0.260126, -1.410329, -0.777565], [0.755262, -1.506094, 0.670113], [-0.891780, -0.872300, 0.791373], [1.345579, 0.454911, -0.847162], [1.123031, 2.046066, 1.281745], [-1.218178, 1.276456, -0.039399]],
  "atomic_forces_ev_per_a": [[0.06, 0.23, -0.23], [2.28, 0.90, 2.52], [-2.45, -1.21, -1.93], [-0.64, 0.27, 0.00], [0.53, 0.07, -0.24], [-0.08, -0.06, 0.02], [0.06, -0.04, 0.06], [-0.09, -0.01, 0.15], [-0.10, 0.01, 0.09], [0.31, -0.13, -0.35], [0.12, -0.03, -0.09]]
}



Entry 2:
{
  "formula": "C2H6FNO4P",
  "method": "ωB97M-V with the def2-TZVPD basis set",
  "gap_ha": 0.3011,
  "multiplicity": 1,
  "total_energy_ha": -876.66912,
  "charge": -1,
  "e_homo_ev": -4.874,
  "symbols": ["O", "C", "F", "N", "C", "O", "P", "O", "O", "H", "H", "H", "H", "H", "H"],
  "coordinates": [[2.884170, -0.563033, 1.416233], [2.304937, -0.567180, 0.212802], [2.406353, -1.674996, -0.792962], [1.519644, 0.656066, -0.202903], [0.257494, 0.855764, 0.601600], [0.366339, 1.648433, 1.702621], [-1.454497, 0.078393, 0.278224], [-1.568931, 0.682393, -1.349852], [-0.789120, -1.468044, -0.217992], [1.370362, 0.720281, -1.232910], [-1.448524, -0.410752, 1.653507], [-2.047769, 1.330301, 0.759023], [-2.785962, -0.482806, 0.124394], [-0.712006, 0.596103, -1.860813], [-0.302489, -1.400922, -1.090971]],
  "atomic_forces_ev_per_a": [[-3.73, -1.21, -8.59], [1.67, 2.02, 5.32], [-0.10, 3.25, 2.76], [1.48, -3.33, -0.07], [1.22, 5.00, 6.60], [0.01, -4.92, -6.94], [-2.73, -0.58, 0.88], [2.06, -0.03, -1.20], [1.55, 0.62, -1.51], [-0.09, -0.62, 1.20], [0.46, 0.16, -0.40], [0.55, -0.37, -0.21], [0.22, 0.13, -0.17], [-1.56, 0.11, 0.82], [-1.01, -0.23, 1.53]]
}